# 1
Entry from OMol25: C2H5N3O2S in the gas phase (ωB97M-V with the def2-TZVPD basis set).

The geometry in XYZ format:
```
13
C2H5N3O2S ωB97M-V with the def2-TZVPD basis set
H -1.21486 -1.05282 -1.45085
N -0.36039 -0.97650 -0.91084
C -0.47609 -0.18717 0.09530
N -1.57648 0.45421 0.60399
S -3.01177 0.57899 -0.22541
O 0.55675 -0.02906 1.00132
N 1.78708 -0.47742 0.50473
C 2.38248 0.45446 -0.33841
O 2.10003 1.62771 -0.45288
H -1.38017 1.21486 1.29005
H -3.69834 -0.23566 0.59591
H 1.60036 -1.36862 0.05462
H 3.29140 -0.00299 -0.76754
```

**Frontier orbital gap**: 10.54 eV
**Net charge**: 0
**Energy above the lowest of the compared OMol25 structures with the same formula, charge and spin**: 220.1 kJ/mol
**Structure (SMILES)**: [H]/N=C(\NS)ONC=O
**Molar mass**: 135.1 g mol⁻¹
**HOMO**: -9.93 eV

---

# 2
Entry from OMol25: C11H12Si in the gas phase (ωB97M-V with the def2-TZVPD basis set).

The geometry in XYZ format:
```
24
C11H12Si ωB97M-V with the def2-TZVPD basis set
C 0.01831 3.36912 -3.05684
C -0.97820 2.54561 -3.50707
C 0.77957 2.92691 -1.94822
C -1.28094 1.33458 -2.89131
C 0.51995 1.70551 -1.34447
C -0.44501 0.89918 -1.82727
C 1.34238 1.15434 -0.27654
C 0.55245 0.02163 0.03947
C -0.49380 -0.39698 -1.06588
C 1.62031 -0.64582 3.24754
C -1.02285 -2.00426 2.22350
Si 0.50697 -0.86687 1.67798
H 0.19585 4.32391 -3.52372
H -1.52586 2.90074 -4.37888
H 1.54178 3.59160 -1.43006
H -2.14294 0.79813 -3.12132
H -1.47150 -0.67843 -0.55942
H -0.16877 -1.24810 -1.76014
H 1.85785 0.34715 3.41195
H 1.02705 -0.96980 4.10755
H 2.55150 -1.14640 3.15910
H -1.64659 -1.92494 1.35721
H -0.96066 -3.06176 2.59412
H -1.70240 -1.41702 2.87143
```

**Frontier orbital gap**: 6.78 eV
**Net charge**: 0
**Energy above the lowest of the compared OMol25 structures with the same formula, charge and spin**: 195.3 kJ/mol
**Molar mass**: 172.3 g mol⁻¹
**HOMO**: -7.50 eV

---

# 3
Entry from OMol25: a gas-phase ion, C11H21N2O (charge +1) (ωB97M-V with the def2-TZVPD basis set).

The geometry in XYZ format:
```
35
C11H21N2O ωB97M-V with the def2-TZVPD basis set
C 2.48271 1.94726 2.23679
C 1.49798 1.00938 1.47614
C 2.18797 -0.01599 0.61150
C 1.11267 -1.03720 -0.03324
C 0.06806 -0.30711 -0.79142
C -1.09536 -1.22214 -1.12795
C -0.70251 -2.67661 -1.00564
C -1.65984 -0.94373 -2.52471
N -2.23164 -0.93318 -0.22462
C -2.31340 -0.23062 0.89555
N -1.43867 0.70965 1.11464
C -0.53252 1.20328 0.16596
O -1.28085 1.79311 -0.79813
C 0.68537 1.92161 0.53170
H 3.51132 1.73805 2.02827
H 2.35482 1.91416 3.25943
H 2.38869 2.95744 1.93923
H 0.87644 0.39179 2.07028
H 3.00991 -0.63889 1.02443
H 2.58505 0.51628 -0.24286
H 1.51413 -1.87102 -0.74648
H 0.65288 -1.46328 0.83257
H 0.40123 0.31203 -1.68672
H -0.31018 -3.03364 -0.09357
H -0.06526 -3.00509 -1.77114
H -1.59999 -3.39211 -1.05484
H -0.86172 -0.71327 -3.25902
H -2.35207 -0.02200 -2.52133
H -2.20997 -1.68527 -2.98269
H -3.08898 -1.55955 -0.24389
H -3.07971 -0.44888 1.54887
H -1.57896 1.25852 1.94584
H -0.81174 2.58492 -1.23007
H 0.46312 2.81054 0.97385
H 1.42103 2.13158 -0.31672
```

**Frontier orbital gap**: 9.78 eV
**Net charge**: +1
**Energy above the lowest of the compared OMol25 structures with the same formula, charge and spin**: 203.9 kJ/mol
**Structure (SMILES)**: C[C@@H]1CC[C@H]2C(C)(C)NC=[NH+][C@@]2(O)C1
**Molar mass**: 197.3 g mol⁻¹
**HOMO**: -12.81 eV

---

# 4
Entry from OMol25: a gas-phase ion, C3H10NS2 (charge +1) (ωB97M-V with the def2-TZVPD basis set).

The geometry in XYZ format:
```
16
C3H10NS2 ωB97M-V with the def2-TZVPD basis set
C 1.00890 1.55593 0.73673
C -0.09696 0.70502 0.03015
N 0.50883 0.07880 -1.18925
C -0.55443 -0.43415 0.83865
S -2.03839 -0.96557 0.12505
S -1.14777 -2.62237 -1.07319
H 1.72546 2.03016 0.03467
H 0.62678 2.35139 1.41672
H 1.60500 0.87884 1.36297
H -0.97666 1.31309 -0.22624
H 0.39845 0.51186 -2.08664
H 1.50903 -0.00036 -0.90361
H 0.16717 -0.88834 -1.16936
H 0.46117 -1.04559 0.93048
H -0.80348 -0.21285 1.96644
H -2.39308 -3.25585 -0.79356
```

**Frontier orbital gap**: 8.53 eV
**Net charge**: +1
**Energy above the lowest of the compared OMol25 structures with the same formula, charge and spin**: 175.8 kJ/mol
**Structure (SMILES)**: C[C@@H]([NH3+])CSS
**Molar mass**: 124.3 g mol⁻¹
**HOMO**: -12.85 eV

---

# 5
Entry from OMol25: C10H15N3O2 in the gas phase (ωB97M-V with the def2-TZVPD basis set).

The geometry in XYZ format:
```
30
C10H15N3O2 ωB97M-V with the def2-TZVPD basis set
C -2.50998 -1.13916 -0.35537
C -2.10421 1.05838 -0.36716
C 0.83173 0.04721 0.46869
C 0.66412 -0.94303 -0.59743
C 0.37218 0.45379 -0.93918
C 2.28937 0.19432 0.74532
C -0.07661 0.01864 1.60884
C 1.43906 -2.14276 -1.21292
C 0.98554 1.41070 -1.86371
C -4.26232 0.37770 0.60986
N -3.10687 0.09908 -0.19213
N -1.37228 -0.94862 -1.04048
N -1.09219 0.40417 -1.04597
O -3.04156 -2.19131 -0.16650
O -2.19972 2.22271 -0.14036
H 2.29921 1.24113 1.16906
H 2.76559 0.11059 -0.20509
H 2.64936 -0.55428 1.40255
H 0.37615 0.22105 2.58630
H -0.88190 -0.82207 1.76548
H -0.84594 0.77019 1.37136
H 0.67714 -2.75531 -1.61616
H 2.00756 -2.78970 -0.41437
H 2.10580 -1.95978 -1.99594
H 0.32749 2.36348 -1.90711
H 1.14848 0.92436 -2.85081
H 2.07248 1.62588 -1.54748
H -5.10155 0.40157 -0.03458
H -4.20822 -0.41305 1.24463
H -3.98520 1.45838 1.01560
```

**Frontier orbital gap (alpha / beta)**: 7.43 / 7.43 eV
**Net charge**: 0
**Energy above the lowest of the compared OMol25 structures with the same formula, charge and spin**: 629.2 kJ/mol
**Molar mass**: 209.2 g mol⁻¹
**HOMO (alpha / beta)**: -8.08 / -8.08 eV

---

# 6
Entry from OMol25: a molecular structure, C15H27AsClN4O2PdSbSe4 (ωB97M-V with the def2-TZVPD basis set).

The geometry in XYZ format:
```
56
C15H27AsClN4O2PdSbSe4 ωB97M-V with the def2-TZVPD basis set
Pd 0.25851 -0.98118 -0.23020
N 2.12720 -1.32055 0.72933
C 2.49972 -0.39235 1.80994
C 3.82437 -0.80399 2.48306
C 4.57715 0.28832 3.26067
C 4.63207 1.63878 2.54407
N 3.37801 2.34281 2.73135
C 2.85544 3.02067 1.77366
N 3.42347 3.26048 0.54130
N 1.61330 3.61119 1.95076
C 1.37833 -0.27259 2.84555
O 1.55591 0.70524 3.74975
O 0.43113 -1.00019 2.89297
H 2.11122 -2.28483 1.08259
H 2.86995 -1.31539 0.03975
H 2.59323 0.58417 1.33859
H 4.47811 -1.17892 1.69000
H 3.63465 -1.66607 3.12556
H 5.59812 -0.06557 3.42610
H 4.13350 0.43625 4.24826
H 4.84912 1.42776 1.48531
H 5.46738 2.24127 2.91616
H 2.30553 1.29817 3.47760
H 4.11411 2.57765 0.27245
H 2.73118 3.37016 -0.18852
H 1.18471 3.26204 2.79749
H 1.00463 3.40326 1.16173
C -3.33984 -1.41012 -0.04268
As -1.86638 -1.00167 -1.23797
C -2.36499 -1.97067 -2.83844
C -2.33334 0.88240 -1.71865
C -3.60322 1.08164 -2.46928
C -3.61919 1.09167 -3.86579
C -4.80132 1.24602 -4.57263
C -6.00604 1.39785 -3.89899
C -6.00788 1.39983 -2.51108
C -4.82210 1.24593 -1.80825
H -4.30017 -1.17578 -0.50172
H -3.19636 -0.83056 0.86836
H -3.27535 -2.46840 0.20077
H -3.27491 -1.54212 -3.25661
H -2.51174 -3.00869 -2.55467
H -1.54757 -1.92411 -3.55493
H -1.46595 1.25104 -2.26438
H -2.33285 1.39141 -0.75503
H -2.68345 0.96894 -4.39944
H -4.78199 1.24717 -5.65590
H -6.93142 1.51457 -4.44913
H -6.93907 1.52194 -1.97074
H -4.83221 1.26103 -0.72468
Cl 0.60625 1.52231 -0.24360
Se 3.67699 -4.33466 0.58442
Sb 1.49223 -5.34063 0.13015
Se 1.34363 -6.52756 -1.97824
Se 0.36302 -6.33535 2.01859
Se -0.27475 -3.33997 -0.48472
```

**Frontier orbital gap**: 5.18 eV
**Net charge**: -2
**Energy above the lowest of the compared OMol25 structures with the same formula, charge and spin**: 133.2 kJ/mol
**Molar mass**: 949.8 g mol⁻¹
**HOMO**: -1.31 eV

---

Look up the energy above the lowest of the compared OMol25 structures with the same formula, charge and spin of the second one. 195.3 kJ/mol

---

What is the net charge in the third record? +1

---

Which of these has the lowest net charge? C15H27AsClN4O2PdSbSe4

---

Copy entry 6 word for word.
Entry from OMol25: a molecular structure, C15H27AsClN4O2PdSbSe4 (ωB97M-V with the def2-TZVPD basis set).

The geometry in XYZ format:
```
56
C15H27AsClN4O2PdSbSe4 ωB97M-V with the def2-TZVPD basis set
Pd 0.25851 -0.98118 -0.23020
N 2.12720 -1.32055 0.72933
C 2.49972 -0.39235 1.80994
C 3.82437 -0.80399 2.48306
C 4.57715 0.28832 3.26067
C 4.63207 1.63878 2.54407
N 3.37801 2.34281 2.73135
C 2.85544 3.02067 1.77366
N 3.42347 3.26048 0.54130
N 1.61330 3.61119 1.95076
C 1.37833 -0.27259 2.84555
O 1.55591 0.70524 3.74975
O 0.43113 -1.00019 2.89297
H 2.11122 -2.28483 1.08259
H 2.86995 -1.31539 0.03975
H 2.59323 0.58417 1.33859
H 4.47811 -1.17892 1.69000
H 3.63465 -1.66607 3.12556
H 5.59812 -0.06557 3.42610
H 4.13350 0.43625 4.24826
H 4.84912 1.42776 1.48531
H 5.46738 2.24127 2.91616
H 2.30553 1.29817 3.47760
H 4.11411 2.57765 0.27245
H 2.73118 3.37016 -0.18852
H 1.18471 3.26204 2.79749
H 1.00463 3.40326 1.16173
C -3.33984 -1.41012 -0.04268
As -1.86638 -1.00167 -1.23797
C -2.36499 -1.97067 -2.83844
C -2.33334 0.88240 -1.71865
C -3.60322 1.08164 -2.46928
C -3.61919 1.09167 -3.86579
C -4.80132 1.24602 -4.57263
C -6.00604 1.39785 -3.89899
C -6.00788 1.39983 -2.51108
C -4.82210 1.24593 -1.80825
H -4.30017 -1.17578 -0.50172
H -3.19636 -0.83056 0.86836
H -3.27535 -2.46840 0.20077
H -3.27491 -1.54212 -3.25661
H -2.51174 -3.00869 -2.55467
H -1.54757 -1.92411 -3.55493
H -1.46595 1.25104 -2.26438
H -2.33285 1.39141 -0.75503
H -2.68345 0.96894 -4.39944
H -4.78199 1.24717 -5.65590
H -6.93142 1.51457 -4.44913
H -6.93907 1.52194 -1.97074
H -4.83221 1.26103 -0.72468
Cl 0.60625 1.52231 -0.24360
Se 3.67699 -4.33466 0.58442
Sb 1.49223 -5.34063 0.13015
Se 1.34363 -6.52756 -1.97824
Se 0.36302 -6.33535 2.01859
Se -0.27475 -3.33997 -0.48472
```

**Frontier orbital gap**: 5.18 eV
**Net charge**: -2
**Energy above the lowest of the compared OMol25 structures with the same formula, charge and spin**: 133.2 kJ/mol
**Molar mass**: 949.8 g mol⁻¹
**HOMO**: -1.31 eV